No. 1
Entry from the OMol25 dataset: one molecule with the formula C3H5BrO (ωB97M-V/def2-TZVPD).

Each atom is followed by the atoms it is bonded to, with distances in Å.
Element x y z (Å)
1 C 0.405 0.114 -0.025  C2 1.459, C3 1.470, O4 1.376, H6 1.132
2 C 0.060 -0.599 1.200  C1 1.459, O4 1.359, Br5 1.967, H7 1.136
3 C -0.454 0.532 -1.142  C1 1.470, H8 1.147, H9 1.241, H10 1.191
4 O 0.255 0.746 1.188  C1 1.376, C2 1.359
5 Br 1.310 -1.739 2.201  C2 1.967
6 H 1.494 0.216 -0.315  C1 1.132
7 H -0.973 -1.046 1.355  C2 1.136
8 H -1.424 1.010 -0.759  C3 1.147
9 H -0.781 -0.477 -1.787  C3 1.241
10 H 0.108 1.242 -1.916  C3 1.191

The value obtained for the HOMO energy is -10.189 eV. The SMILES is C[C@H]1O[C@@H]1Br. The energy above the lowest of the compared OMol25 structures with the same formula, charge and spin is 124.56 kJ/mol. The HOMO-LUMO gap is 11.08 eV. The LUMO energy comes out at 0.89 eV. As for the net charge: 0.

---

No. 2
Entry from the OMol25 dataset: one molecule with the formula Cl5NP2 (ωB97M-V/def2-TZVPD).

Each atom is followed by the atoms it is bonded to, with distances in Å.
Element x y z (Å)
1 N -0.457 0.941 -0.144  P2 1.570, P3 1.668
2 P -1.881 0.927 0.516  N1 1.570, Cl5 1.959
3 P 0.778 -0.086 -0.593  N1 1.668, Cl4 2.032, Cl6 2.019, Cl7 2.156, Cl8 2.148
4 Cl 2.505 0.892 -0.156  P3 2.032
5 Cl -2.345 -0.910 1.013  P2 1.959
6 Cl 0.118 -1.784 -1.463  P3 2.019
7 Cl 0.977 0.738 -2.575  P3 2.156
8 Cl 0.910 -0.987 1.353  P3 2.148

The value obtained for the HOMO energy (alpha / beta) is -6.214 / -9.930 eV. The energy above the lowest of the compared OMol25 structures with the same formula, charge and spin is 207.24 kJ/mol. The HOMO-LUMO gap (alpha / beta) is 4.09 / 3.94 eV. Its spin multiplicity is 3. The LUMO energy (alpha / beta) comes out at -2.13 / -5.99 eV. As for the net charge: 0.

---

Question: What is the energy above the lowest of the compared OMol25 structures with the same formula, charge and spin in the first record?
Answer: 124.56 kJ/mol

---

Please write out number 1 again, unchanged.
Entry from the OMol25 dataset: one molecule with the formula C3H5BrO (ωB97M-V/def2-TZVPD).

Each atom is followed by the atoms it is bonded to, with distances in Å.
Element x y z (Å)
1 C 0.405 0.114 -0.025  C2 1.459, C3 1.470, O4 1.376, H6 1.132
2 C 0.060 -0.599 1.200  C1 1.459, O4 1.359, Br5 1.967, H7 1.136
3 C -0.454 0.532 -1.142  C1 1.470, H8 1.147, H9 1.241, H10 1.191
4 O 0.255 0.746 1.188  C1 1.376, C2 1.359
5 Br 1.310 -1.739 2.201  C2 1.967
6 H 1.494 0.216 -0.315  C1 1.132
7 H -0.973 -1.046 1.355  C2 1.136
8 H -1.424 1.010 -0.759  C3 1.147
9 H -0.781 -0.477 -1.787  C3 1.241
10 H 0.108 1.242 -1.916  C3 1.191

The value obtained for the HOMO energy is -10.189 eV. The SMILES is C[C@H]1O[C@@H]1Br. The energy above the lowest of the compared OMol25 structures with the same formula, charge and spin is 124.56 kJ/mol. The HOMO-LUMO gap is 11.08 eV. The LUMO energy comes out at 0.89 eV. As for the net charge: 0.